1.
The following is a quantum chemistry calculation of C10H25AsF6FeN2O4 as an isolated structure at a distorted geometry, from the OMol25 dataset.

```
! wB97M-V def2-TZVPD RIJCOSX def2/J DEFGRID3
* xyz 0 5
Fe 15.180 -13.528 13.418
C 16.021 -17.471 13.263
C 15.686 -16.003 13.347
O 16.585 -15.159 12.998
O 14.577 -15.593 13.789
H 15.176 -18.124 13.457
H 16.767 -17.679 14.035
H 16.482 -17.670 12.298
As 12.132 -12.545 15.575
F 11.122 -12.361 14.194
F 11.846 -14.222 15.590
F 13.281 -12.713 16.848
F 12.561 -10.879 15.460
F 10.866 -12.213 16.663
F 13.491 -12.849 14.433
C 12.990 -12.207 9.645
C 13.894 -12.109 10.871
C 13.468 -11.072 11.863
O 14.624 -10.669 12.589
C 14.398 -9.479 13.300
N 14.047 -13.450 11.548
H 12.043 -12.692 9.897
H 13.466 -12.778 8.848
H 12.746 -11.223 9.241
H 14.919 -11.906 10.553
H 12.696 -11.445 12.544
H 13.079 -10.212 11.301
H 15.252 -9.296 13.953
H 13.503 -9.539 13.923
H 14.306 -8.620 12.619
H 13.123 -13.844 11.760
H 14.369 -14.116 10.843
C 17.170 -11.277 16.536
C 16.541 -11.845 15.270
C 17.533 -11.945 14.137
O 16.870 -12.451 12.985
C 17.555 -12.209 11.761
N 15.982 -13.222 15.474
H 17.817 -10.420 16.341
H 17.772 -12.037 17.041
H 16.376 -10.970 17.215
H 15.699 -11.216 14.967
H 18.352 -12.628 14.405
H 17.983 -10.967 13.936
H 18.629 -12.355 11.889
H 17.349 -11.197 11.406
H 17.207 -12.944 11.037
H 16.803 -13.796 15.686
H 15.451 -13.229 16.345
*
```

The molar mass comes out at 482.075 g mol⁻¹. Its expectation value of S² is 6.01. The frontier orbital gap (spin up / spin down) is 9.32 / 8.76 eV.

These are the natural (NBO) partial charges, in e, on atoms 1 to 8: 1.561 -0.718 0.759 -0.814 -0.752 0.230 0.233 0.228

2.
The following is a quantum chemistry calculation of C10H25ClO5PRu as an isolated structure at a distorted geometry, from the OMol25 dataset.

```
! wB97M-V def2-TZVPD RIJCOSX def2/J DEFGRID3
* xyz 3 1
Ru 0.092 1.900 -1.099
O -1.248 2.610 0.202
Cl -2.382 2.610 -0.872
O -3.600 2.270 -0.300
O -2.298 3.772 -1.645
O -1.780 1.431 -1.682
C 1.026 0.934 2.261
C 1.426 -0.191 1.311
C 1.333 -1.577 1.957
P 0.546 -0.092 -0.300
C -2.490 -1.643 0.360
C -2.930 -0.876 1.493
C -2.110 -3.026 0.420
C 1.268 -0.992 -1.739
C 0.200 -1.333 -2.788
C 2.153 -2.184 -1.363
H 1.716 0.924 3.106
H 0.023 0.783 2.659
H 1.082 1.922 1.804
H 2.455 -0.028 0.943
H 0.357 -1.718 2.425
H 2.080 -1.626 2.752
H 1.534 -2.397 1.272
H -2.679 -1.222 -0.631
H -2.564 -1.216 2.460
H -4.028 -1.096 1.470
H -2.887 0.206 1.357
H -1.770 -3.386 1.388
H -1.515 -3.376 -0.425
H -3.108 -3.500 0.226
H 1.928 -0.209 -2.159
H -0.421 -2.167 -2.456
H 0.703 -1.653 -3.700
H -0.445 -0.493 -3.049
H 1.564 -3.008 -0.961
H 2.945 -1.928 -0.660
H 2.628 -2.540 -2.278
C 1.724 4.345 -0.069
O 1.746 2.994 -0.718
H 2.612 4.420 0.550
H 0.821 4.375 0.532
H 1.710 5.094 -0.855
H 2.583 2.887 -1.199
*
```

The molar mass comes out at 392.802 g mol⁻¹. The frontier orbital gap (spin up / spin down) is 6.67 / 6.67 eV.

These are the natural (NBO) partial charges, in e, on atoms 1 to 8: 0.850 -0.717 2.450 -0.638 -0.642 -0.750 -0.622 -0.527

3.
The following is a quantum chemistry calculation of a 2-piece molecular cluster, C10H25N2P overall at a distorted geometry, from the OMol25 dataset.

```
! wB97M-V def2-TZVPD RIJCOSX def2/J DEFGRID3
* xyz 0 1
C 4.171 -0.918 -1.128
P 2.787 0.320 -1.585
C 1.590 1.717 -2.113
C 0.028 1.242 -2.277
C -0.762 0.985 -0.851
C -2.388 0.953 -1.243
C -3.047 -0.548 -1.154
N -3.242 -1.075 -2.588
H 4.088 -1.886 -1.789
H 5.224 -0.430 -1.409
H 4.249 -1.150 0.034
H 3.158 0.180 -2.972
H 1.753 -0.443 -0.923
H 3.488 1.316 -0.771
H 1.935 2.092 -3.192
H 1.721 2.665 -1.406
H -0.131 0.299 -2.959
H -0.539 2.156 -2.796
H -0.480 -0.022 -0.323
H -0.630 1.847 -0.068
H -2.496 1.291 -2.383
H -2.995 1.779 -0.631
H -2.400 -1.342 -0.589
H -4.136 -0.405 -0.697
H -3.315 -2.122 -2.591
H -2.399 -0.809 -3.165
C 0.567 0.311 3.133
C -0.650 -0.067 3.966
C -0.950 -1.566 3.950
C -1.344 -2.042 2.618
N -1.650 -2.421 1.564
H 0.412 0.087 2.073
H 0.764 1.385 3.220
H 1.458 -0.226 3.473
H -1.521 0.498 3.611
H -0.472 0.243 5.003
H -1.765 -1.769 4.655
H -0.077 -2.125 4.305
*
```

The SMILES is C[PH3]CCCCCN.CCCC#N. The molar mass comes out at 204.298 g mol⁻¹. The frontier orbital gap is 8.92 eV.

These are the natural (NBO) partial charges, in e, on atoms 1 to 8: -0.978 0.835 -0.746 -0.427 -0.430 -0.424 -0.242 -0.864

4.
The following is a quantum chemistry calculation of C10H25N3S3W as an isolated structure, from the OMol25 dataset.

```
! wB97M-V def2-TZVPD RIJCOSX def2/J DEFGRID3
* xyz 4 3
W 0.466 -0.059 0.187
N 1.762 1.311 1.332
C 1.649 1.144 2.833
C 0.186 0.950 3.139
N -0.409 -0.108 2.228
C -0.380 -1.513 2.793
C 0.933 -2.179 2.472
N 1.167 -2.002 0.984
H 1.581 2.295 1.106
H 2.750 1.204 1.063
H 2.268 0.302 3.134
H 2.038 2.029 3.337
H 0.028 0.677 4.183
H -0.365 1.876 2.962
H -1.403 0.119 2.184
H -0.562 -1.486 3.869
H -1.210 -2.062 2.340
H 1.773 -1.746 3.009
H 0.903 -3.240 2.721
H 2.168 -2.138 0.786
H 0.748 -2.807 0.507
C -0.984 2.270 -2.072
C -2.016 1.951 -1.009
S -1.921 0.228 -0.395
C -2.292 -0.782 -1.890
C -1.339 -1.947 -2.042
S 0.427 -1.469 -1.947
C 0.674 -0.323 -3.365
C 1.428 0.933 -2.966
S 0.711 1.813 -1.532
H -0.960 3.347 -2.253
H -1.178 1.776 -3.022
H -3.034 2.085 -1.387
H -1.922 2.579 -0.121
H -2.287 -0.111 -2.747
H -3.315 -1.143 -1.752
H -1.475 -2.440 -3.009
H -1.477 -2.713 -1.277
H -0.302 -0.120 -3.803
H 1.257 -0.888 -4.097
H 1.448 1.652 -3.791
H 2.466 0.735 -2.692
*
```

The molar mass comes out at 467.372 g mol⁻¹. Its expectation value of S² is 2.02. The frontier orbital gap (spin up / spin down) is 7.40 / 8.42 eV.

These are the natural (NBO) partial charges, in e, on atoms 1 to 8: 1.399 -0.869 -0.250 -0.259 -0.635 -0.256 -0.251 -0.874